DFT (wB97M-V/def2-TZVPD) results for a structure of composition C42H50BrN7O5PSTi.

ORCA input file:
```
! RIJCOSX wB97M-V def2-TZVPD def2/J DEFGRID3
* xyz 3 1
Ti 1.049 0.412 -0.441
C -6.733 -1.803 -0.217
C -5.455 -1.141 -0.636
C -4.295 -1.274 0.136
C -3.121 -0.642 -0.223
C -3.107 0.126 -1.387
C -4.238 0.270 -2.183
C -5.405 -0.365 -1.793
S -1.669 0.986 -1.825
O -1.743 1.416 -3.188
O -1.325 1.981 -0.825
N -0.412 -0.080 -1.642
C -0.374 -1.255 -2.436
C -1.263 -1.641 -3.405
C -1.057 -2.851 -4.109
C 0.016 -3.652 -3.844
C 0.951 -3.271 -2.850
C 2.091 -4.023 -2.508
C 2.936 -3.562 -1.531
C 2.654 -2.342 -0.907
N 1.601 -1.603 -1.210
C 0.741 -2.065 -2.159
H -6.548 -2.669 0.416
H -7.317 -2.117 -1.081
H -7.346 -1.100 0.352
H -4.327 -1.882 1.032
H -2.229 -0.741 0.385
H -4.200 0.867 -3.085
H -6.295 -0.259 -2.401
H -2.112 -1.026 -3.662
H -1.769 -3.134 -4.872
H 0.166 -4.577 -4.387
H 2.291 -4.959 -3.016
H 3.815 -4.118 -1.237
H 3.314 -1.963 -0.136
Br 1.879 -0.950 -7.821
C 2.125 -0.455 -6.035
C 3.182 -0.989 -5.308
C 3.350 -0.630 -3.981
C 2.469 0.268 -3.382
C 1.401 0.780 -4.107
C 1.234 0.429 -5.434
N 2.638 0.567 -1.988
C 3.823 0.721 -1.548
C 4.060 0.669 -0.109
C 5.321 0.848 0.418
C 5.498 0.713 1.793
C 4.404 0.388 2.571
C 3.164 0.219 1.967
N 2.978 0.362 0.651
H 3.861 -1.692 -5.772
H 4.143 -1.089 -3.403
H 0.681 1.442 -3.655
H 0.405 0.834 -5.999
H 4.668 0.813 -2.225
H 6.152 1.083 -0.234
H 6.475 0.852 2.238
H 4.498 0.260 3.640
H 2.289 -0.023 2.550
C -1.532 -2.939 3.056
C -0.081 -3.087 2.576
C 0.104 -4.373 1.755
C 0.904 -3.039 3.756
C 0.224 -1.947 1.701
N 0.445 -1.057 1.014
H -1.754 -3.762 3.735
H -2.230 -2.989 2.218
H -1.679 -2.000 3.591
H -0.127 -5.224 2.396
H 1.132 -4.478 1.405
H -0.570 -4.399 0.897
H 0.678 -3.869 4.425
H 0.811 -2.109 4.318
H 1.935 -3.149 3.416
C -3.985 1.779 2.630
C -2.967 2.254 1.627
O -1.665 1.763 2.050
P -0.131 1.664 1.767
O 0.463 3.121 1.978
C -0.257 4.360 1.707
C -0.907 4.883 2.965
O 0.386 0.906 3.065
C 0.110 1.428 4.406
C -0.940 0.599 5.100
H -4.971 2.135 2.326
H -3.778 2.170 3.626
H -4.014 0.690 2.674
H -2.920 3.341 1.593
H -3.170 1.882 0.631
H -0.974 4.185 0.903
H 0.500 5.053 1.347
H -1.683 4.212 3.335
H -1.362 5.853 2.757
H -0.163 5.024 3.749
H -0.196 2.471 4.322
H 1.063 1.395 4.932
H -1.878 0.611 4.542
H -1.124 1.013 6.091
H -0.615 -0.434 5.228
N 1.654 4.474 -1.750
C 2.581 4.481 -0.734
C 2.438 3.292 -0.103
N 1.435 2.553 -0.720
C 0.989 3.317 -1.710
H 1.480 5.221 -2.405
H 3.229 5.318 -0.540
H 2.949 2.956 0.780
H 0.182 3.090 -2.384
*
```

Gap between HOMO and LUMO   6.25 eV
E_HOMO   -15.4 eV
ΔE to the lowest compared entry with this formula, charge and spin   6.0 kcal per mole

These are the Mulliken partial charges, in e, on atoms 1 to 99: -0.7442 -1.6236 0.5107 -0.5268 0.0987 -0.5308 -0.5106 -0.8839 1.4730 -0.6836 -0.8016 1.3852 -0.0207 -0.5605 -1.1505 -1.0083 0.7984 -1.0282 -1.4026 -0.5250 1.5165 0.2620 0.3973 0.4219 0.3131 0.4511 -0.1824 0.6472 0.4737 0.5586 0.5242 0.5620 0.5871 0.5932 0.5522 -0.0891 -0.1674 -0.9131 -0.5839 0.3256 0.0208 -0.7696 0.8465 -1.2394 0.9303 -0.9255 -0.8811 -1.2907 -0.3596 1.7187 0.4866 0.5313 -0.0165 0.5667 0.6668 0.6089 0.5197 0.5900 0.1575 -1.3962 1.4955 -1.6764 -1.4734 0.1349 0.3579 0.4750 0.3125 0.2070 0.4894 0.3324 0.3470 0.4635 0.1804 0.3693 -1.4972 0.2788 0.0711 0.7571 -0.3503 -0.0086 -1.4269 -0.2201 -0.0473 -0.9810 0.4427 0.3768 0.2720 0.4749 -0.0539 0.1799 0.4375 0.2116 0.4596 0.3619 -0.0065 0.4689 0.0834 0.5042 0.2092